*i*
{"formula": "C5H13NO", "method": "wB97M-V/def2-TZVPD", "lumo_ha": 0.0256, "gap_ha": 0.2952, "smiles": "CC/C=C(/C)N.O", "multiplicity": 1, "species": ["C", "C", "N", "C", "C", "C", "H", "H", "H", "H", "H", "H", "H", "H", "H", "H", "H", "H", "H", "O"], "xyz": [[-1.0062, -3.0440, -0.1962], [-0.7892, -1.8970, 0.7381], [-0.2128, 0.6280, 2.3636], [0.2067, 0.4288, 1.0749], [-0.4624, -0.4751, 0.2743], [1.1728, 1.4113, 0.5155], [-1.4431, -2.4118, -1.0095], [-1.4111, -4.0269, 0.1821], [-0.0274, -3.4404, -0.4947], [-1.7062, -1.7439, 1.4341], [0.0159, -2.2852, 1.3960], [0.2600, 1.2319, 3.0525], [-0.8008, -0.0863, 2.7199], [-0.5239, -0.4172, -0.8469], [2.1767, 1.1388, 0.8872], [0.8453, 2.4819, 0.4385], [1.2547, 1.1877, -0.6307], [1.2553, 3.3762, -3.4035], [0.1224, 3.9839, -4.3378], [1.0735, 3.9594, -4.1572]]}



*ii*
{"formula": "C5H13NO", "method": "wB97M-V/def2-TZVPD", "lumo_ha": 0.0260, "gap_ha": 0.3321, "smiles": "C=CC[C@H](C)N.O", "multiplicity": 1, "species": ["C", "C", "C", "C", "C", "N", "H", "H", "H", "H", "H", "H", "H", "H", "H", "H", "H", "H", "H", "O"], "xyz": [[-1.1099, 1.7449, -0.5243], [-0.0536, 0.6223, -0.7125], [1.3106, 1.0636, -0.1794], [2.3250, -0.0440, -0.0315], [3.5610, 0.1439, 0.5176], [-0.5985, -0.6348, -0.1486], [-1.5656, 1.9090, -1.4993], [-0.6152, 2.6794, -0.2659], [-1.8652, 1.4091, 0.1788], [0.0288, 0.4446, -1.7862], [1.6931, 1.8147, -0.8903], [1.2299, 1.5865, 0.7715], [2.1863, -0.9188, -0.6650], [4.2620, 0.9559, 0.4074], [3.7096, -0.6820, 1.2163], [-0.4709, -0.6167, 0.8591], [-0.0113, -1.3552, -0.5471], [-4.3577, -3.1806, 1.8091], [-5.1164, -3.2216, 0.4526], [-4.5419, -3.7202, 1.0378]]}



*iii*
{"formula": "C5H13NO", "method": "wB97M-V/def2-TZVPD", "lumo_ha": 0.0320, "gap_ha": 0.3947, "smiles": "CCC(N)=O.CC", "multiplicity": 1, "species": ["C", "C", "H", "H", "H", "H", "H", "H", "C", "C", "C", "O", "N", "H", "H", "H", "H", "H", "H", "H"], "xyz": [[-2.2785, -1.4903, 0.6303], [-2.6488, -0.2242, -0.1067], [-1.2583, -1.5617, 0.8964], [-2.7652, -1.6439, 1.5947], [-2.4891, -2.4009, 0.0665], [-3.4259, -0.3079, -0.8665], [-1.8344, 0.1879, -0.7079], [-2.8939, 0.5480, 0.6099], [1.9258, 0.0861, -0.4586], [1.5231, -0.8979, 0.6386], [1.4504, 1.4793, -0.0747], [1.0171, 1.7864, 1.0175], [1.6594, 2.4445, -1.0243], [3.0134, 0.1797, -0.5367], [1.5542, -0.2027, -1.4334], [1.4017, -0.4218, 1.6012], [2.1372, -1.7939, 0.6455], [1.2851, 3.3733, -0.9786], [2.0803, 2.1675, -1.8950], [0.5462, -1.3077, 0.3818]]}



*iv*
{"formula": "C5H13NO", "method": "wB97M-V/def2-TZVPD", "lumo_ha": 0.0263, "gap_ha": 0.3198, "multiplicity": 1, "species": ["C", "C", "C", "C", "C", "N", "O", "H", "H", "H", "H", "H", "H", "H", "H", "H", "H", "H", "H", "H"], "xyz": [[-1.6724, 0.1418, -0.8556], [-0.5642, 0.7522, 1.2926], [-0.5975, -1.6351, 0.4270], [0.6844, 0.1643, -0.8147], [-0.4750, -0.1310, 0.0143], [3.5045, -0.0221, -0.3548], [2.3564, -0.1340, 0.3142], [-1.7894, 1.1775, -1.0756], [-2.7122, -0.2992, -0.6171], [-1.5389, -0.4499, -1.8258], [0.2534, 0.9113, 2.0342], [-0.9845, 1.7170, 0.9380], [-1.2819, 0.3140, 1.9893], [-1.3808, -2.1145, -0.1763], [-0.9862, -1.9462, 1.4351], [0.4299, -2.1014, 0.3577], [0.8026, 1.1900, -0.9717], [0.9370, -0.6433, -1.5311], [3.6065, -0.7543, -1.0453], [3.7272, 0.8578, -0.8515]]}



Relative energies, unit kJ/mol: *i* 251.6; *ii* 289.7; *iii* 0.0; *iv* 475.6



*i*
{"formula": "C5H13NO", "method": "wB97M-V/def2-TZVPD", "lumo_ha": 0.0319, "gap_ha": 0.3240, "smiles": "CC(C)=C(C)N.O", "multiplicity": 1, "species": ["C", "N", "C", "C", "C", "C", "H", "H", "H", "H", "H", "H", "H", "H", "H", "H", "H", "H", "H", "O"], "xyz": [[0.3665, 1.3929, -1.4339], [-0.1162, 0.1415, 1.2344], [-0.0816, -0.5984, -0.0029], [-0.0498, -0.0200, -1.2156], [-0.7547, -0.6831, -2.3620], [-0.3581, -2.0478, 0.2387], [0.9787, 1.4543, -2.3452], [-0.4785, 2.0451, -1.6580], [1.0535, 1.7955, -0.6887], [0.1127, 1.1240, 1.1354], [-1.0875, 0.1519, 1.5115], [-1.0851, -1.6792, -2.0864], [-1.6647, -0.1254, -2.5912], [-0.1630, -0.8050, -3.2696], [0.3811, -2.3793, 0.9812], [-0.0155, -2.6985, -0.5736], [-1.3364, -2.3743, 0.5344], [1.1336, 2.3491, 4.5931], [1.3919, 1.0324, 3.9950], [1.7730, 1.9243, 4.0033]]}



*ii*
{"formula": "C5H13NO", "method": "wB97M-V/def2-TZVPD", "lumo_ha": 0.0357, "gap_ha": 0.3701, "smiles": "CC(C)CNCO", "multiplicity": 1, "species": ["C", "C", "C", "C", "N", "C", "O", "H", "H", "H", "H", "H", "H", "H", "H", "H", "H", "H", "H", "H"], "xyz": [[0.2131, 0.1545, -0.6593], [1.4330, -0.1688, 0.1446], [2.6673, 0.5594, -0.4031], [1.7644, -1.6066, 0.2006], [-1.1408, -0.2382, -0.1574], [-1.9662, 0.4514, 0.7581], [-3.1050, 0.9721, 0.1320], [0.2220, 1.2298, -0.9194], [0.3728, -0.3686, -1.6459], [1.2680, 0.3353, 1.1600], [3.2550, 1.1367, 0.2792], [2.5078, 1.2737, -1.2180], [3.3545, -0.1909, -0.7306], [2.3542, -1.9741, 1.0826], [2.1143, -2.1122, -0.7224], [0.9215, -2.2700, 0.4827], [-1.1141, -1.2251, -0.0429], [-1.3206, 1.3655, 1.2095], [-2.4375, -0.0995, 1.4918], [-3.3421, 0.4504, -0.6253]]}



*iii*
{"formula": "C5H13NO", "method": "wB97M-V/def2-TZVPD", "lumo_ha": 0.0177, "gap_ha": 0.3173, "smiles": "C=C(CC)NC.O", "multiplicity": 1, "species": ["C", "C", "C", "C", "C", "N", "H", "H", "H", "H", "H", "H", "H", "H", "H", "H", "H", "H", "H", "O"], "xyz": [[0.0238, 1.8778, -1.6434], [0.3787, 0.6824, -0.6252], [-0.1442, -0.7253, -0.7633], [0.5138, -1.6229, -1.5200], [-1.6004, -2.0951, 0.3996], [-1.4102, -0.8422, -0.2091], [-0.8676, 2.2236, -1.2455], [0.6051, 2.8416, -1.9071], [-0.2850, 1.4739, -2.6832], [0.0896, 1.0876, 0.4449], [1.4338, 0.4631, -0.7252], [0.2800, -2.7296, -1.3768], [1.3102, -1.3169, -2.1005], [-0.6727, -2.5916, 0.4921], [-2.3321, -2.7566, -0.1208], [-2.0719, -1.9720, 1.4310], [-1.5640, 0.1337, 0.3811], [1.8925, 2.2943, 3.2337], [1.9770, 1.4268, 4.5253], [2.4435, 2.1474, 4.0126]]}



*iv*
{"formula": "C5H13NO", "method": "wB97M-V/def2-TZVPD", "lumo_ha": 0.0303, "gap_ha": 0.3118, "smiles": "C/C=C(\\C)NC.O", "multiplicity": 1, "species": ["C", "N", "C", "C", "C", "C", "H", "H", "H", "H", "H", "H", "H", "H", "H", "H", "H", "H", "H", "O"], "xyz": [[-0.3989, 0.4349, -2.2888], [0.9049, 0.3845, -1.5737], [0.8765, 0.7713, -0.2483], [-0.0169, 0.3298, 0.6740], [-0.4560, 0.9359, 1.9590], [1.8564, 1.8204, 0.1984], [-0.7919, 1.4589, -2.3391], [-1.0495, -0.2224, -1.7291], [-0.2250, 0.1969, -3.3396], [1.5909, 0.8892, -2.1066], [-0.4707, -0.6404, 0.4527], [-0.0366, 1.9358, 2.0555], [-0.1326, 0.3200, 2.8108], [-1.5305, 1.0320, 2.0916], [2.6184, 1.4167, 0.8752], [2.4580, 2.2775, -0.5967], [1.4514, 2.6615, 0.7565], [-1.4728, -3.2741, 1.1137], [-2.0240, -4.4693, 0.3968], [-2.1926, -3.9205, 1.1614]]}



Relative energies, unit kJ/mol: *i* 0.0; *ii* 57.1; *iii* 175.8; *iv* 29.7



*i*
{"formula": "C8H19NO", "method": "wB97M-V/def2-TZVPD", "lumo_ha": 0.0299, "gap_ha": 0.3558, "smiles": "CCN(C)C(C)=O.CCC", "multiplicity": 1, "species": ["C", "C", "C", "C", "C", "O", "N", "H", "H", "H", "H", "H", "H", "H", "H", "H", "H", "H", "C", "C", "C", "H", "H", "H", "H", "H", "H", "H", "H"], "xyz": [[-1.8335, -0.3920, -1.1665], [-2.4398, -0.6029, -2.4490], [-0.7197, 0.9917, 0.4543], [0.8043, -0.3605, -2.9096], [0.6235, 0.6005, -1.6225], [1.2127, 1.5971, -1.5436], [-0.5176, 0.1108, -0.7311], [-2.5957, 0.2311, -0.6228], [-2.0508, -1.3732, -0.4572], [-3.3934, -0.0434, -2.5426], [-2.9721, -1.5865, -2.7756], [0.1078, 1.0861, 1.0014], [1.7854, -0.4979, -3.1583], [-1.9167, -0.3734, -3.4815], [-1.2186, 2.0598, 0.6099], [-1.5877, 0.2937, 0.7471], [0.0429, -1.1279, -2.9726], [0.4590, 0.3476, -3.7732], [1.2565, -1.1270, 2.9299], [2.0750, 0.1872, 2.9255], [-0.0464, -0.8070, 3.5589], [1.1952, -1.3427, 1.9051], [1.9197, -1.8501, 3.3653], [2.3350, 0.6039, 3.7701], [-0.5420, -0.0818, 2.8198], [-0.7057, -1.5897, 3.5602], [1.7201, 0.8793, 2.2607], [3.0161, -0.0122, 2.4723], [0.0041, -0.1139, 4.4132]]}



*ii*
{"formula": "C8H19NO", "method": "wB97M-V/def2-TZVPD", "lumo_ha": 0.0348, "gap_ha": 0.3825, "smiles": "CCC(C)(C)N.C#C.CO", "multiplicity": 1, "species": ["C", "C", "C", "C", "C", "N", "H", "H", "H", "H", "H", "H", "H", "H", "H", "H", "H", "H", "H", "C", "C", "C", "O", "H", "H", "H", "H", "H", "H"], "xyz": [[0.7080, 1.3373, -0.1029], [-0.6587, 1.2017, -0.7993], [1.1188, 2.8105, 0.0510], [0.6898, 0.6454, 1.2627], [-1.8293, 1.8671, -0.0836], [1.6683, 0.6066, -0.9406], [2.5967, 0.6499, -0.5312], [1.7078, 1.0096, -1.8716], [-0.8636, 0.1348, -0.9084], [-0.5738, 1.6220, -1.8062], [2.1302, 2.8751, 0.4539], [0.0570, 1.1861, 1.9617], [0.4518, 3.3399, 0.7271], [1.1043, 3.3142, -0.9160], [0.3423, -0.3777, 1.1379], [1.6935, 0.6136, 1.6859], [-2.7503, 1.6743, -0.6313], [-1.9603, 1.4688, 0.9200], [-1.6927, 2.9444, -0.0122], [-1.6328, -2.6473, 1.3554], [1.1690, -2.5411, -1.1771], [1.1360, -3.6826, -1.5911], [-0.9122, -2.5479, 0.1437], [1.2798, -1.4917, -1.0575], [-1.0582, -3.1153, 2.1631], [-1.9016, -1.6272, 1.6281], [-2.5531, -3.2307, 1.2546], [-0.6429, -3.4602, -0.1613], [1.1764, -4.5795, -2.1548]]}



Relative energies, unit kJ/mol: *i* 220.5; *ii* 0.0



*i*
{"formula": "C4H10NO3", "method": "wB97M-V/def2-TZVPD", "lumo_ha": 0.1414, "total_charge": -1, "gap_ha": 0.2847, "multiplicity": 1, "species": ["C", "N", "C", "C", "C", "O", "O", "H", "H", "H", "H", "H", "H", "H", "H", "H", "H", "O"], "xyz": [[0.4983, 1.3919, 0.5176], [1.0622, 0.4261, -0.4267], [1.3946, -0.8132, 0.2617], [0.1257, 0.1575, -1.5779], [-1.4573, 0.2002, -1.3804], [-2.0765, 0.4250, -2.4368], [-1.8848, -0.0484, -0.2379], [-0.3338, 0.9802, 1.0800], [0.0655, 2.2301, -0.0555], [1.2712, 1.9013, 1.1072], [0.5450, -1.2267, 0.8528], [2.1963, -0.5943, 0.9649], [1.6204, -1.5661, -0.4921], [0.4149, 0.8768, -2.3425], [0.3307, -0.8465, -1.9535], [-0.5986, -0.7167, 2.1785], [-1.9913, -1.2781, 1.7449], [-1.1824, -1.4990, 2.1958]]}



*ii*
{"formula": "C4H10NO3", "method": "wB97M-V/def2-TZVPD", "lumo_ha": 0.1512, "total_charge": -1, "gap_ha": 0.2805, "multiplicity": 1, "species": ["O", "C", "C", "C", "N", "C", "O", "H", "H", "H", "H", "H", "H", "H", "H", "H", "H", "O"], "xyz": [[-0.4788, 1.3123, -0.6586], [-0.0128, 0.1504, -1.0087], [-0.8144, -1.1078, -0.5369], [-2.1800, -0.7402, 0.0398], [0.0366, -1.7837, 0.4626], [1.3834, -1.2337, 0.3954], [1.3513, -0.1241, -0.4277], [0.1462, 0.0299, -2.0902], [-0.9861, -1.8455, -1.3046], [-2.3598, -1.1977, 1.0273], [-2.9586, -0.9771, -0.6992], [-2.1874, 0.3204, 0.2938], [-0.2921, -1.8343, 1.4142], [1.6951, -0.9425, 1.3995], [2.0211, -2.0340, -0.0261], [-0.1073, 2.3923, 1.5618], [0.7483, 2.3379, 0.3779], [0.7077, 2.8339, 1.2256]]}



Relative energies, unit kJ/mol: *i* 0.0; *ii* 97.0



*i*
{"formula": "C4H9O2", "method": "wB97M-V/def2-TZVPD", "lumo_ha": 0.1655, "total_charge": -1, "gap_ha": 0.2804, "smiles": "C[C@H]([O-])CCO", "multiplicity": 1, "species": ["C", "O", "C", "C", "C", "O", "H", "H", "H", "H", "H", "H", "H", "H", "H"], "xyz": [[-1.3519, -1.2576, -0.1219], [-0.4933, -2.1920, 0.4605], [-0.4822, -0.1589, -0.7280], [0.4478, 0.2822, 0.4156], [1.1660, 1.6230, 0.1697], [1.3729, -0.7005, 0.6331], [-1.9765, -0.8111, 0.6567], [-1.9682, -1.6594, -0.9375], [0.0161, -0.6129, -1.5900], [-1.0268, 0.6948, -1.1609], [-0.2186, 0.4883, 1.2896], [1.7671, 1.8497, 1.0526], [0.5843, 2.5565, 0.0407], [1.7985, 1.5845, -0.7217], [0.3648, -1.6867, 0.5414]]}



*ii*
{"formula": "C4H9O2", "method": "wB97M-V/def2-TZVPD", "lumo_ha": 0.1360, "total_charge": -1, "gap_ha": 0.2734, "multiplicity": 1, "species": ["C", "C", "H", "H", "H", "H", "H", "H", "C", "C", "O", "O", "H", "H", "H"], "xyz": [[2.0203, -0.8953, -2.0858], [2.0416, -1.7829, -0.8482], [1.4070, 0.0047, -1.9521], [2.9810, -0.4734, -2.3927], [1.6346, -1.4125, -2.9629], [2.9545, -2.3539, -0.9310], [1.1666, -2.4140, -0.8181], [2.0270, -1.2329, 0.0947], [-1.2290, 0.0034, -0.2673], [-1.1116, 0.8838, 1.0374], [-1.8041, 0.5086, 2.0132], [-0.4251, 1.9128, 0.9124], [-2.2446, -0.3708, -0.1668], [-0.5456, -0.8446, -0.2117], [-1.0772, 0.6561, -1.1128]]}



*iii*
{"formula": "C4H9O2", "method": "wB97M-V/def2-TZVPD", "lumo_ha": 0.1498, "total_charge": -1, "gap_ha": 0.2892, "multiplicity": 1, "species": ["C", "C", "O", "O", "H", "H", "H", "C", "C", "H", "H", "H", "H", "H", "H"], "xyz": [[-0.7936, -0.4041, -2.2617], [0.2499, 0.7064, -2.0269], [1.4163, 0.3290, -1.7897], [-0.1684, 1.8911, -2.1299], [-0.3450, -1.1285, -2.9404], [-1.7096, 0.0095, -2.6778], [-1.0903, -0.9404, -1.3508], [0.6214, 0.4203, 2.4430], [-0.0512, -0.4984, 1.4006], [1.1789, 1.1918, 1.9055], [-0.0673, 0.8800, 3.1367], [1.4002, -0.1466, 2.9637], [0.5017, -1.4441, 1.2897], [-0.0550, -0.1093, 0.3866], [-1.0879, -0.7567, 1.6515]]}



Relative energies, unit kJ/mol: *i* 146.3; *ii* 7.8; *iii* 0.0